1.
{"formula": "C22H35AlNO4", "method": "ωB97M-V/def2-TZVPD", "total_charge": -1, "gap_ha": 0.257, "e_lumo_ev": 2.5425, "e_homo_ha": -0.164, "elements": ["C", "C", "H", "C", "H", "C", "H", "C", "H", "H", "C", "C", "H", "H", "H", "H", "H", "H", "H", "O", "H", "H", "H", "H", "C", "H", "H", "C", "C", "O", "C", "O", "C", "H", "H", "N", "C", "C", "H", "H", "C", "C", "C", "C", "H", "H", "O", "H", "C", "Al", "H", "H", "C", "H", "H", "H", "H", "H", "H", "H", "C", "H", "C"], "xyz": [[5.90, -2.11, -5.87], [2.86, -0.86, -0.60], [-5.44, -3.23, 2.25], [2.48, 2.32, 2.54], [1.90, -0.34, -0.57], [-8.76, -1.63, 1.10], [4.59, -0.14, 0.49], [3.52, 1.31, 2.12], [-0.76, 3.80, 0.65], [-7.35, -4.67, 1.59], [4.94, -2.20, -3.67], [-2.53, -0.59, 0.92], [0.30, 4.93, -0.17], [2.74, 2.79, 3.50], [-3.31, -1.33, 1.13], [-7.78, 0.25, 1.44], [0.23, 1.29, 0.49], [7.72, -1.00, -6.05], [5.86, -2.37, -6.92], [2.36, 3.30, 1.53], [4.12, 1.03, 2.99], [4.15, 1.79, 1.37], [-2.51, 3.37, -0.74], [-4.10, 0.53, -0.03], [1.16, 4.05, 1.61], [3.85, -1.57, 1.20], [-2.37, 1.36, -2.41], [0.27, 3.96, 0.33], [3.63, -0.62, 0.71], [2.86, 0.18, 1.59], [-0.02, 1.74, -0.48], [-1.70, -1.53, 2.96], [6.94, -1.33, -5.38], [-1.89, -1.04, 0.15], [3.44, -0.49, -1.44], [-1.22, 0.72, 2.66], [-6.50, -1.40, 1.89], [-6.38, -2.78, 1.93], [-5.66, -0.78, 2.18], [7.80, -0.39, -3.66], [4.90, -2.54, -5.01], [-3.15, 0.75, 0.47], [6.99, -0.99, -4.04], [-7.45, -3.59, 1.56], [1.43, 5.10, 1.76], [-1.33, 0.79, 3.67], [0.69, 3.00, -0.59], [4.08, -3.15, -5.39], [-7.69, -0.83, 1.48], [-2.04, 1.81, -0.89], [-0.24, 0.73, 2.43], [-9.69, -1.18, 0.77], [-8.64, -3.01, 1.14], [4.16, -2.53, -3.00], [0.57, 3.75, 2.48], [1.54, 1.78, 2.66], [-3.38, 1.36, 1.34], [0.45, 1.10, -1.23], [2.70, -1.93, -0.72], [6.01, -1.15, -2.13], [5.98, -1.42, -3.18], [-9.47, -3.64, 0.85], [-1.78, -0.54, 2.24]], "mulliken_charge": [-0.349, -0.254, 0.414, 0.117, -0.198, -0.297, 0.373, -0.637, 0.150, 0.348, -0.240, -0.385, 0.305, 0.393, 0.065, 0.362, -0.350, 0.348, 0.348, -0.334, 0.271, 0.400, -0.322, 0.326, -0.745, 0.273, -0.395, -0.318, -0.479, -0.249, 0.259, -0.681, -0.347, 0.370, 0.164, -0.286, -0.267, -0.413, 0.412, 0.353, -0.466, -0.829, -0.448, -0.347, 0.342, 0.293, -0.406, 0.358, -0.520, 0.156, -0.153, 0.348, -0.371, 0.346, 0.370, -0.124, 0.399, 0.307, 0.289, 0.350, -0.235, 0.342, 0.493]}

***

2.
{"formula": "C22H35AuNO2P", "method": "ωB97M-V/def2-TZVPD", "de_lowest_ev": 0.912, "total_charge": 2, "gap_ha": [0.173, 0.192], "e_lumo_ev": [-9.2204, -8.9978], "e_homo_ha": [-0.512, -0.522], "elements": ["P", "C", "C", "H", "H", "H", "C", "H", "H", "H", "C", "H", "O", "H", "H", "C", "H", "C", "C", "H", "H", "H", "C", "C", "H", "N", "H", "H", "H", "H", "H", "C", "C", "H", "H", "Au", "H", "H", "C", "H", "C", "H", "C", "H", "O", "C", "H", "H", "H", "C", "H", "C", "C", "H", "H", "H", "C", "C", "C", "C", "H", "H"], "xyz": [[-1.48, 2.19, 0.01], [0.81, 1.67, 4.39], [5.06, 0.25, 2.12], [4.88, 0.88, 0.07], [2.85, -1.08, -1.90], [-2.74, 1.93, 2.00], [2.98, 0.72, 1.02], [-2.39, -2.20, -1.36], [0.02, 4.03, 0.13], [-0.59, 5.36, -1.85], [-3.88, 0.87, -0.45], [-1.56, 1.37, 6.77], [-0.62, -2.12, -0.23], [-1.65, 4.10, -2.46], [-2.51, 4.89, 1.20], [-1.05, 1.22, 5.83], [0.30, 3.09, -1.33], [-2.91, 1.87, -1.08], [-1.62, 0.38, 4.86], [-3.40, 2.83, -1.26], [-3.35, 0.00, -0.07], [-4.61, 0.54, -1.20], [-0.48, 3.55, -0.71], [0.27, 0.80, 3.42], [-1.96, -3.68, -0.47], [0.93, 0.54, 2.25], [-2.53, 1.51, -2.04], [2.40, 1.06, 0.17], [-2.55, -2.26, 0.41], [-1.34, 2.97, 2.26], [0.57, 2.55, 6.31], [4.34, 0.64, 0.98], [-1.26, 4.56, -1.55], [-4.44, 1.32, 0.37], [1.74, 2.20, 4.17], [-0.18, 0.22, 0.29], [-2.09, 5.00, -1.00], [-3.52, 4.21, 2.46], [0.15, 1.88, 5.58], [2.49, -0.35, 4.23], [3.02, -0.02, 3.35], [6.14, 0.21, 2.09], [2.27, -0.39, -2.52], [0.82, -2.16, -3.30], [0.89, -0.42, -2.19], [-1.96, -2.59, -0.44], [-3.89, 3.86, 0.78], [2.41, -0.66, -3.57], [1.27, -2.63, -0.80], [4.39, -0.09, 3.29], [-2.55, -0.13, 5.07], [0.27, -2.59, -1.26], [2.28, 0.43, 2.22], [2.63, 0.63, -2.38], [-0.74, -1.47, -2.80], [4.94, -0.43, 4.16], [0.28, -1.68, -2.47], [-2.18, 2.77, 1.59], [-3.08, 4.01, 1.49], [-0.98, 0.19, 3.66], [-1.39, -0.47, 2.91], [-0.02, -3.59, -1.55]], "mulliken_charge": [-0.018, 0.163, -0.410, 0.468, 0.335, 0.355, -0.268, 0.366, 0.435, 0.416, -1.255, 0.449, -0.353, 0.353, 0.330, -0.461, 0.363, -0.667, -0.685, 0.516, 0.160, 0.414, -0.473, -0.079, 0.329, -0.234, 0.451, 0.431, 0.283, 0.299, 0.460, -0.882, -1.338, 0.313, 0.618, 1.554, 0.302, 0.413, -0.837, 0.603, 0.000, 0.439, -0.837, 0.457, -0.238, -0.878, 0.336, 0.367, 0.280, -0.792, 0.480, -0.554, 0.374, 0.264, 0.268, 0.427, -0.532, -0.322, -1.433, -0.287, 0.495, 0.465]}

***

3.
{"formula": "C22H35BeCl2N5O3PS", "method": "ωB97M-V/def2-TZVPD", "de_lowest_ev": 0.000, "total_charge": -1, "gap_ha": 0.274, "e_lumo_ev": 2.8592, "e_homo_ha": -0.169, "elements": ["H", "C", "S", "C", "H", "C", "H", "H", "C", "H", "H", "C", "C", "H", "H", "C", "C", "C", "H", "H", "H", "H", "O", "C", "H", "C", "H", "H", "C", "H", "H", "C", "C", "Cl", "H", "H", "H", "H", "O", "H", "C", "H", "C", "H", "H", "C", "H", "Cl", "C", "P", "N", "H", "C", "H", "C", "N", "H", "H", "H", "H", "H", "N", "H", "C", "O", "Be", "C", "H", "N", "N"], "xyz": [[-4.73, 0.63, 1.57], [-0.97, -0.99, -4.26], [2.06, 0.36, -0.13], [-4.88, -0.37, 1.16], [0.01, -2.38, 4.27], [0.32, -5.10, -2.84], [-0.58, 0.83, -5.37], [-1.17, -4.08, -4.01], [1.48, 4.35, 1.83], [2.04, -4.09, -2.01], [3.61, 4.62, 1.66], [-0.02, -2.45, 3.19], [-1.85, -4.18, -1.98], [-0.19, -0.61, -3.59], [-4.38, -2.86, 0.21], [-5.28, -0.29, -0.32], [1.90, 1.88, 0.58], [2.77, 3.97, 1.46], [-0.59, 3.70, 1.79], [-1.89, -4.93, -1.17], [-5.92, -1.13, -0.59], [0.30, -3.95, -0.30], [-0.55, -0.15, 3.35], [-4.05, -0.30, -1.22], [1.08, -3.10, -3.12], [-3.80, -0.21, -4.71], [-4.14, -0.38, -5.74], [-3.22, -2.29, -4.91], [1.02, -3.85, -2.32], [0.34, -5.87, -2.06], [-4.07, -1.95, -3.40], [-0.30, -1.05, 2.56], [-3.58, -1.18, 1.31], [1.54, -3.08, 2.63], [-2.62, -2.85, 0.37], [-2.87, -3.89, -2.23], [0.84, -5.51, -3.71], [-3.53, -1.67, 2.28], [-0.41, 1.56, 0.68], [-4.64, 0.20, -4.14], [-1.40, 0.11, -5.25], [-0.55, -1.85, -4.82], [-2.65, 0.80, -4.71], [3.95, 2.42, 0.54], [-1.66, -5.70, -3.50], [-3.33, -1.56, -4.10], [-5.85, 0.63, -0.50], [-1.34, -3.58, 2.79], [-3.48, -2.22, 0.20], [-1.74, -1.46, -1.74], [-0.88, -0.28, -1.30], [-2.45, 1.12, -3.69], [-1.14, -4.79, -3.19], [1.28, 5.28, 2.33], [2.97, 2.76, 0.85], [0.64, 2.31, 0.94], [0.68, -2.30, -0.84], [-2.91, 1.67, -5.31], [-5.69, -0.85, 1.73], [-3.38, 0.52, -0.94], [-2.72, -0.52, 1.23], [-3.36, -1.60, -1.14], [-1.61, -0.32, -6.23], [0.25, -3.25, -1.15], [-0.26, -1.05, 1.29], [-0.16, 0.04, 0.08], [0.44, 3.50, 1.55], [-4.36, -0.13, -2.26], [-2.07, -1.42, -3.41], [-1.14, -3.01, -1.49]], "mulliken_charge": [0.347, -1.074, -0.472, -0.904, 0.443, -0.928, 0.406, 0.071, -0.774, 0.411, 0.361, 0.029, -1.021, 0.551, 0.360, -1.162, 0.590, -0.088, 0.441, 0.493, 0.315, 0.328, -0.706, 0.624, 0.256, -1.210, 0.414, 0.644, -0.587, 0.288, 0.344, 0.486, 0.138, -0.186, 0.102, 0.430, 0.430, 0.491, -0.280, 0.377, -0.836, 0.132, -0.518, 0.384, 0.366, -1.002, 0.429, -0.179, -0.503, -0.082, -0.735, 0.180, -0.401, 0.374, -0.900, 0.312, -0.367, 0.458, 0.306, 0.232, -0.384, -0.041, 0.352, -0.147, 0.161, -0.705, -0.200, -0.634, 1.565, 0.604]}

***

One value per record, in order, for DFT total energy: -39657.35407 -41931.44331 -82552.44706 eV.